The following is a quantum chemistry calculation of a structure of composition C17H46O8Si3 in a non-equilibrium geometry, from the OMol25 dataset.

Geometry as ORCA input:
```
! wB97M-V def2-TZVPD RIJCOSX def2/J DEFGRID3
* xyz 0 1
C 3.238 2.262 1.336
Si 2.663 2.796 -0.365
C 2.462 1.329 -1.517
C 3.925 3.970 -1.131
O 1.238 3.642 -0.114
C 0.355 3.731 -1.230
C -0.666 4.830 -0.984
Si -2.278 4.248 -0.203
O -2.224 2.582 -0.075
Si -3.630 1.693 -0.154
H 3.830 3.058 1.773
H 3.794 1.331 1.315
H 2.360 2.127 1.961
H 3.441 1.132 -1.944
H 1.786 1.493 -2.350
H 2.147 0.426 -1.004
H 4.702 3.413 -1.640
H 4.342 4.594 -0.350
H 3.405 4.593 -1.852
H 0.905 3.965 -2.144
H -0.121 2.765 -1.386
H -0.897 5.287 -1.942
H -0.215 5.609 -0.380
H -3.436 4.688 -1.006
H -2.414 4.841 1.146
H -3.278 0.358 -0.675
H -4.236 1.508 1.180
H -4.626 2.291 -1.063
C -7.266 -4.709 -2.942
O -6.472 -3.844 -3.720
C -6.872 -3.803 -5.079
C -6.481 -2.494 -5.725
O -7.313 -1.401 -5.374
C -7.119 -0.806 -4.100
C -5.904 0.088 -4.011
O -4.716 -0.675 -3.884
C -3.577 0.014 -4.347
H -7.163 -5.750 -3.269
H -6.927 -4.629 -1.911
H -8.323 -4.421 -2.986
H -7.957 -3.930 -5.162
H -6.383 -4.627 -5.618
H -6.617 -2.614 -6.802
H -5.427 -2.271 -5.545
H -7.111 -1.555 -3.307
H -7.998 -0.174 -3.954
H -6.004 0.735 -3.128
H -5.860 0.721 -4.905
H -3.692 0.301 -5.399
H -2.726 -0.658 -4.259
H -3.386 0.910 -3.744
C 6.595 1.224 5.774
O 5.735 0.109 5.730
C 4.678 0.269 4.799
C 4.187 -1.066 4.288
O 5.036 -1.664 3.321
C 6.217 -2.300 3.783
C 5.986 -3.651 4.420
O 5.489 -3.516 5.741
C 4.749 -4.639 6.161
H 6.072 2.119 6.132
H 7.403 0.989 6.465
H 7.026 1.430 4.788
H 5.006 0.876 3.947
H 3.849 0.790 5.297
H 3.249 -0.882 3.760
H 3.977 -1.747 5.115
H 6.787 -1.649 4.448
H 6.813 -2.464 2.883
H 6.941 -4.193 4.456
H 5.283 -4.222 3.803
H 3.900 -4.824 5.493
H 4.368 -4.425 7.158
H 5.376 -5.537 6.206
*
```

* energy above the lowest of the compared OMol25 structures with the same formula, charge and spin: 0.0 kcal/mol
* molecular weight: 462.8 g/mol
* Kohn-Sham gap: 9.846 eV
* HOMO: -9.2 eV

---

The following is a quantum chemistry calculation of a structure of composition C17H47F13N5O26S7Y2 in a non-equilibrium geometry, from the OMol25 dataset.

Geometry as ORCA input:
```
! wB97M-V def2-TZVPD RIJCOSX def2/J DEFGRID3
* xyz 1 1
Y 0.406 4.565 -1.466
Y -1.051 1.713 3.818
C 3.593 1.494 -3.284
F 3.092 0.263 -3.154
F 4.039 1.839 -2.070
F 4.588 1.493 -4.143
S 2.344 2.726 -3.919
O 1.613 2.075 -4.985
O 1.465 2.990 -2.748
O 3.181 3.846 -4.279
C -2.635 5.943 1.684
F -3.294 5.368 0.685
F -2.460 7.231 1.403
F -3.359 5.892 2.790
S -1.012 5.089 2.015
O -0.412 4.975 0.672
O -0.217 5.950 2.835
O -1.360 3.816 2.642
C -0.010 -0.059 -0.506
F 0.330 -1.201 0.054
F 0.570 0.100 -1.672
F -1.333 -0.050 -0.602
S 0.693 1.385 0.580
O -0.045 1.296 1.869
O 2.089 1.084 0.733
O 0.409 2.632 -0.108
N 0.986 2.121 4.507
S 2.137 3.171 4.181
O 3.480 2.808 3.824
O 1.811 4.475 4.648
F 1.524 3.307 2.620
S 2.071 1.045 5.359
O 2.784 1.659 6.458
O 2.599 -0.092 4.704
F 0.774 0.480 6.118
N -2.905 1.210 2.746
S -4.231 1.966 2.521
O -5.401 1.502 3.196
O -4.356 2.845 1.389
F -3.808 3.118 3.621
S -3.572 -0.025 1.697
O -3.796 0.272 0.316
O -4.375 -1.039 2.299
F -2.125 -0.761 1.681
O 3.687 -1.280 0.765
H 3.190 -0.460 0.624
H 3.559 -1.788 -0.044
O 2.338 4.576 -0.101
H 2.306 4.824 0.840
H 3.255 4.746 -0.372
O -0.625 -0.533 3.878
H -1.454 -1.035 3.835
H 0.068 -1.166 3.509
O -1.213 3.010 -2.065
H -2.167 2.853 -2.006
H -0.914 2.440 -2.838
C 6.248 1.259 0.550
C 5.117 1.973 1.277
O 5.547 3.273 1.681
O 7.302 0.808 1.403
H 6.636 1.926 -0.226
H 5.917 0.371 0.013
H 4.717 1.345 2.074
H 4.332 2.199 0.554
H 6.232 3.165 2.349
H 7.718 1.551 1.849
C -2.103 -4.801 -6.049
C -2.780 -4.896 -4.683
C -2.191 -3.869 -3.728
O -2.583 -4.105 -2.394
C -2.160 -3.170 -1.466
N -4.252 -4.916 -4.721
H -1.153 -5.339 -5.986
H -1.867 -3.791 -6.387
H -2.540 -5.294 -6.920
H -2.458 -5.826 -4.197
H -2.378 -2.810 -3.946
H -1.101 -4.016 -3.705
H -1.097 -3.242 -1.191
H -2.660 -3.357 -0.513
H -2.382 -2.140 -1.762
H -4.433 -5.703 -5.335
H -4.593 -5.135 -3.792
C 2.829 -4.084 2.629
C 1.470 -3.568 3.137
C 1.426 -3.719 4.641
O 0.163 -3.323 5.138
C 0.092 -3.361 6.539
N 1.337 -2.149 2.785
H 2.933 -5.134 2.912
H 3.663 -3.559 3.100
H 2.997 -3.944 1.563
H 0.617 -4.003 2.613
H 2.207 -3.119 5.126
H 1.682 -4.756 4.885
H 0.700 -2.549 6.962
H 0.577 -4.259 6.939
H -0.942 -3.279 6.860
H 2.083 -1.618 3.233
H 1.560 -2.004 1.807
C -1.948 -0.596 -5.733
C -2.272 0.597 -4.824
C -3.214 0.137 -3.670
O -4.329 -0.520 -4.208
C -5.109 -1.107 -3.193
N -1.013 1.047 -4.212
H -2.885 -1.094 -5.981
H -1.324 -1.314 -5.192
H -1.350 -0.366 -6.615
H -2.803 1.400 -5.333
H -3.515 1.031 -3.106
H -2.597 -0.453 -2.985
H -4.591 -1.886 -2.622
H -5.968 -1.577 -3.668
H -5.448 -0.415 -2.413
H -0.669 0.205 -3.751
H -0.247 1.178 -4.868
*
```

* molecular weight: 1386.8 g/mol
* Kohn-Sham gap: 5.588 eV
* HOMO: -10.8 eV

---

The following is a quantum chemistry calculation of a cluster of 7 separate species, C17H47NO7 in total in a non-equilibrium geometry, from the OMol25 dataset.

Geometry as ORCA input:
```
! wB97M-V def2-TZVPD RIJCOSX def2/J DEFGRID3
* xyz 0 1
C 1.256 1.138 2.242
C 2.187 1.637 1.137
C 3.170 0.535 0.777
C 3.871 0.751 -0.573
C 2.835 1.033 -1.641
C 1.898 2.210 -1.347
N 1.341 1.945 -0.025
O 0.400 2.950 0.309
C 2.679 3.537 -1.430
C 0.800 2.223 -2.397
C 2.934 2.875 1.682
H 1.827 0.848 3.126
H 0.702 0.267 1.878
H 0.523 1.882 2.551
H 3.951 0.476 1.539
H 2.644 -0.425 0.734
H 4.484 -0.112 -0.836
H 4.587 1.574 -0.471
H 2.175 0.152 -1.669
H 3.249 1.114 -2.649
H 2.848 3.806 -2.475
H 2.130 4.365 -0.980
H 3.639 3.465 -0.925
H 0.134 1.362 -2.320
H 0.202 3.134 -2.317
H 1.241 2.255 -3.395
H 3.250 2.708 2.714
H 2.349 3.793 1.665
H 3.840 3.056 1.100
H -0.452 2.491 0.366
C -2.757 3.454 -0.839
C -3.298 2.546 0.238
O -2.188 1.883 0.886
H -2.101 4.211 -0.405
H -3.583 3.988 -1.306
H -2.199 2.859 -1.559
H -3.925 1.763 -0.205
H -3.942 3.030 0.976
H -2.573 1.356 1.592
C -2.192 -0.527 -1.218
C -1.034 -1.071 -0.388
O -0.871 -2.454 -0.683
H -3.085 -1.114 -0.992
H -1.959 -0.638 -2.277
H -2.339 0.511 -0.959
H -1.224 -0.951 0.684
H -0.161 -0.474 -0.675
H -0.007 -2.719 -0.333
C 2.476 -3.276 -0.997
O 1.635 -3.379 0.139
H 3.211 -2.469 -0.907
H 3.085 -4.173 -1.142
H 1.889 -3.098 -1.895
H 2.126 -3.795 0.851
C -3.953 -3.330 1.415
O -4.504 -3.024 2.680
H -4.177 -2.578 0.651
H -2.873 -3.479 1.501
H -4.377 -4.261 1.036
H -3.871 -2.511 3.194
C -1.295 -3.982 -3.547
O -2.405 -3.885 -2.665
H -1.229 -4.991 -3.951
H -1.409 -3.215 -4.315
H -0.371 -3.765 -3.004
H -2.096 -3.612 -1.792
C -1.244 -1.854 3.861
O -2.510 -1.562 4.436
H -0.446 -1.753 4.602
H -1.275 -2.882 3.505
H -0.971 -1.213 3.018
H -2.670 -0.615 4.421
*
```

* energy above the lowest of the compared OMol25 structures with the same formula, charge and spin: 3.4 kcal/mol
* molecular weight: 377.6 g/mol
* SMILES string: CC1(C)CCCC(C)(C)N1O.CCO.CCO.CO.CO.CO.CO
* Kohn-Sham gap: 8.483 eV
* HOMO: -8.3 eV

---

The following is a quantum chemistry calculation of a cluster of 10 separate species, C17H48BBr2N20O14 in total in a non-equilibrium geometry, from the OMol25 dataset.

Geometry as ORCA input:
```
! wB97M-V def2-TZVPD RIJCOSX def2/J DEFGRID3
* xyz -1 1
C -3.503 -1.508 -4.690
C -2.846 -0.584 -3.711
O -3.168 0.586 -3.638
O -1.838 -1.019 -2.957
C -1.723 -2.428 -2.682
C -2.778 -2.962 -1.725
B -2.644 -2.458 -0.187
O -1.863 -1.095 -0.112
C -2.491 -0.075 0.280
N -3.143 0.882 0.356
O -3.932 -2.290 0.543
N -5.097 -2.360 -0.181
O -5.607 -3.421 -0.110
C -1.717 -3.531 0.680
Br -1.969 -3.210 2.613
C -0.234 -3.535 0.297
C 0.795 -3.764 1.396
Br 0.022 -5.025 -1.009
H -4.069 -0.893 -5.370
H -4.188 -2.215 -4.249
H -2.761 -2.028 -5.278
H -1.765 -3.005 -3.603
H -0.725 -2.568 -2.291
H -2.635 -4.039 -1.741
H -3.739 -2.788 -2.203
H -2.128 -4.517 0.516
H 0.049 -2.630 -0.223
H 0.503 -4.547 2.080
H 1.034 -2.837 1.892
H 1.697 -4.097 0.893
C -0.593 2.586 -6.200
O -0.655 1.787 -7.123
N 0.110 3.764 -6.314
N -1.200 2.387 -5.001
H 0.183 4.432 -5.572
H 0.575 3.940 -7.183
H -1.726 1.540 -4.864
H -1.150 3.042 -4.245
C 0.885 2.436 1.001
O 1.415 1.434 1.464
N -0.426 2.535 0.702
N 1.630 3.568 0.738
H -0.832 3.373 0.321
H -1.033 1.745 0.859
H 2.607 3.534 0.957
H 1.233 4.410 0.365
C -6.940 -2.231 -6.421
O -5.801 -2.559 -6.149
N -8.027 -2.789 -5.805
N -7.223 -1.272 -7.359
H -8.971 -2.526 -6.009
H -7.850 -3.487 -5.107
H -6.447 -0.839 -7.822
H -8.154 -0.985 -7.589
C 2.878 -1.654 4.061
O 2.111 -2.515 3.656
N 3.924 -1.933 4.899
N 2.757 -0.341 3.712
H 4.561 -1.234 5.242
H 4.047 -2.886 5.180
H 2.007 -0.070 3.097
H 3.386 0.364 4.044
C 4.337 2.606 -2.564
O 5.058 3.205 -3.347
N 4.397 1.251 -2.395
N 3.407 3.239 -1.785
H 3.807 0.750 -1.756
H 5.062 0.747 -2.947
H 3.327 4.233 -1.882
H 2.809 2.760 -1.138
C -3.178 5.117 0.485
O -1.998 5.228 0.802
N -3.939 6.215 0.159
N -3.812 3.923 0.418
H -4.902 6.152 -0.108
H -3.494 7.111 0.194
H -3.289 3.087 0.643
H -4.766 3.814 0.133
C -1.775 -5.543 -5.919
O -2.697 -6.179 -5.446
N -0.501 -6.049 -6.002
N -1.923 -4.272 -6.409
H 0.271 -5.536 -6.379
H -0.352 -6.972 -5.643
H -2.840 -3.865 -6.366
H -1.170 -3.743 -6.805
C 6.207 0.628 7.385
O 6.135 -0.221 6.507
N 6.720 1.876 7.150
N 5.793 0.422 8.662
H 6.790 2.572 7.869
H 7.039 2.080 6.223
H 5.415 -0.479 8.883
H 5.851 1.139 9.369
C 6.669 3.270 11.501
O 6.660 2.393 10.649
N 7.129 4.529 11.246
N 6.223 3.050 12.770
H 7.144 5.258 11.933
H 7.467 4.721 10.322
H 5.879 2.133 12.986
H 6.222 3.753 13.483
*
```

* molecular weight: 927.3 g/mol
* Kohn-Sham gap: 7.045 eV
* HOMO: -5.9 eV

---

The following is a quantum chemistry calculation of a cluster of 7 separate species, C17H48N4O7 in total in a non-equilibrium geometry, from the OMol25 dataset.

Geometry as ORCA input:
```
! wB97M-V def2-TZVPD RIJCOSX def2/J DEFGRID3
* xyz 0 1
C -3.499 1.975 2.234
O -3.230 1.312 3.232
N -3.180 3.165 2.180
N -4.156 1.541 1.207
H -2.926 3.635 3.037
H -3.355 3.716 1.352
H -4.454 0.576 1.223
H -4.174 2.053 0.337
C -0.183 0.236 -0.617
O 0.200 0.768 -1.609
N -1.022 0.832 0.187
N 0.309 -0.850 -0.131
H -1.454 1.717 -0.036
H -1.026 0.319 1.057
H -0.003 -0.946 0.825
H 1.009 -1.438 -0.559
C -1.973 6.593 1.570
C -1.893 5.676 0.289
C -0.809 4.545 0.454
O -3.162 5.115 0.232
H -2.692 7.402 1.442
H -1.087 7.161 1.856
H -2.330 6.022 2.427
H -1.678 6.261 -0.606
H -1.099 3.909 1.290
H 0.150 4.999 0.701
H -0.449 4.029 -0.437
H -3.256 4.495 -0.495
C 4.953 -3.670 1.066
C 3.583 -2.955 1.271
C 3.681 -1.747 2.198
O 3.018 -2.568 0.080
H 4.915 -4.683 1.467
H 5.754 -3.180 1.620
H 5.292 -3.581 0.034
H 2.932 -3.660 1.789
H 2.968 -1.815 3.019
H 3.478 -0.814 1.672
H 4.707 -1.553 2.511
H 3.650 -2.107 -0.477
C -1.937 -2.808 -3.479
C -1.558 -3.374 -2.054
C -2.440 -2.752 -0.942
O -1.773 -4.773 -1.924
H -1.368 -3.388 -4.205
H -1.726 -1.751 -3.638
H -3.015 -2.944 -3.558
H -0.491 -3.267 -1.855
H -2.403 -1.683 -1.152
H -1.883 -2.685 -0.007
H -3.401 -3.246 -0.802
H -1.105 -5.185 -2.477
C 0.401 -0.424 3.996
C -0.658 -1.360 3.535
C -1.571 -1.723 4.686
O -1.503 -0.794 2.542
H 1.270 -0.419 3.338
H 0.747 -0.568 5.019
H -0.024 0.578 4.059
H -0.240 -2.292 3.155
H -2.231 -0.916 5.005
H -0.893 -2.067 5.467
H -2.054 -2.671 4.449
H -1.989 -0.107 3.004
C 3.893 -0.146 -5.886
C 2.576 0.171 -5.187
C 1.999 -0.969 -4.380
O 2.890 1.142 -4.243
H 4.458 0.703 -6.269
H 3.660 -0.883 -6.655
H 4.646 -0.642 -5.273
H 1.830 0.612 -5.848
H 2.715 -1.387 -3.673
H 1.641 -1.754 -5.047
H 1.082 -0.684 -3.865
H 2.949 1.970 -4.725
*
```

* energy above the lowest of the compared OMol25 structures with the same formula, charge and spin: 59.6 kcal/mol
* molecular weight: 420.6 g/mol
* SMILES string: NC(N)=O.NC(N)=O.CC(C)O.CC(C)O.CC(C)O.CC(C)O.CC(C)O
* Kohn-Sham gap: 9.234 eV
* HOMO: -8.9 eV

---

Look up the Kohn-Sham gap of the fourth one.
7.045 eV

---

Number 4 is which compound?
C17H48BBr2N20O14